63
Properties=species:S:1:pos:R:3 method="wB97M-V/def2-TZVPD" e_homo_ev=-8.6344 total_energy_ha=-2728.11773 gap_ev=4.74 lumo_ev=-3.90
Ag -1.983 -3.598 -1.687
N 0.403 -0.503 -1.408
O 0.962 0.325 -0.721
O 0.632 -1.633 -1.167
O -0.568 -0.258 -2.067
C 1.739 3.494 2.373
C 0.485 3.118 3.195
O 0.184 4.197 4.037
S 0.843 5.613 3.518
O 1.235 6.428 4.641
O -0.017 6.228 2.514
O 2.183 4.763 2.933
H 1.302 3.869 1.448
H 2.514 2.745 2.212
H 0.524 2.167 3.727
H -0.385 2.907 2.574
C 2.209 -1.144 -5.466
C 1.141 -1.002 -6.439
O 1.425 -1.985 -7.417
S 3.115 -2.039 -7.697
O 3.451 -0.913 -8.577
O 3.653 -3.354 -8.095
O 3.485 -1.548 -6.093
H 2.022 -1.884 -4.688
H 2.561 -0.180 -5.098
H 1.151 0.039 -6.762
H 0.230 -1.110 -5.850
C -3.406 -0.900 2.072
C -3.459 -2.340 2.492
O -2.934 -3.213 1.756
N -4.200 -2.548 3.605
C -4.460 -3.876 4.275
H -2.390 -0.527 1.942
H -3.915 -0.253 2.787
H -3.947 -0.798 1.131
H -4.693 -1.745 3.970
H -5.478 -4.172 4.022
H -4.215 -3.787 5.333
H -3.736 -4.652 4.024
C -2.224 4.902 -2.163
C -0.788 5.080 -2.819
O -0.497 6.158 -3.284
N -0.073 3.995 -2.870
C 1.324 3.956 -3.199
H -2.991 5.041 -2.925
H -2.361 5.585 -1.325
H -2.201 3.870 -1.812
H -0.568 3.128 -2.717
H 1.927 3.349 -2.524
H 1.798 4.932 -3.086
H 1.517 3.499 -4.169
C 1.854 -5.138 1.839
C 1.857 -4.666 3.328
O 2.685 -5.157 4.076
N 1.105 -3.684 3.721
C 1.067 -3.088 4.996
H 1.100 -4.530 1.338
H 1.510 -6.172 1.808
H 2.818 -4.987 1.353
H 0.409 -3.315 3.088
H 0.898 -3.808 5.797
H 0.235 -2.388 4.923
H 1.934 -2.491 5.277

48
Properties=species:S:1:pos:R:3 method="wB97M-V/def2-TZVPD" e_homo_ev=-11.8588 charge=+1 total_energy_ha=-822.16805 gap_ev=8.90 lumo_ev=-2.96
C -0.389 0.681 0.870
C -0.313 1.427 -0.611
C -0.891 2.970 -0.597
C -2.526 3.068 -0.847
C -3.407 2.893 0.531
C -5.027 3.036 0.324
B -5.832 1.620 0.100
C -5.588 0.527 -1.104
B -4.156 -0.297 -1.005
O -3.715 -1.061 0.206
O -3.189 -0.268 -2.154
H 0.721 0.673 1.307
H -0.798 -0.404 0.669
H -1.060 1.301 1.616
H 0.820 1.421 -0.970
H -0.895 0.777 -1.415
H -0.559 3.570 0.380
H -0.391 3.511 -1.533
H -2.805 2.324 -1.708
H -2.717 4.165 -1.275
H -3.020 3.710 1.298
H -3.222 1.821 1.020
H -5.260 3.834 -0.531
H -5.450 3.535 1.322
H -6.718 1.379 0.868
H -5.735 1.075 -2.147
H -6.461 -0.284 -1.046
H -3.139 -1.787 -0.177
H -3.445 0.480 -2.797
C 1.683 -2.638 -0.154
C 2.963 -2.057 -0.726
N 4.087 -2.138 0.215
C 4.130 -1.585 1.487
C 5.370 -1.848 1.993
N 6.064 -2.537 1.014
C 5.269 -2.718 -0.054
C 7.446 -2.990 1.100
H 1.386 -2.122 0.764
H 0.866 -2.540 -0.874
H 1.810 -3.698 0.085
H 2.824 -1.002 -0.984
H 3.236 -2.593 -1.642
H 3.265 -1.071 1.870
H 5.855 -1.622 2.927
H 5.541 -3.225 -0.972
H 8.022 -2.527 0.295
H 7.472 -4.078 1.000
H 7.878 -2.703 2.063

52
Properties=species:S:1:pos:R:3 method="wB97M-V/def2-TZVPD" e_homo_ev=-7.2906 total_energy_ha=-1662.24783 gap_ev=6.97 lumo_ev=-0.32
O 0.749 -4.944 0.603
N -0.293 -5.407 0.856
O -1.115 -4.530 1.630
C -1.388 -3.259 0.995
O -1.111 -2.233 1.842
B -2.301 -1.314 1.988
O -3.421 -2.132 1.433
C -2.884 -3.095 0.618
P -3.832 -4.691 0.502
O -5.290 -4.059 0.032
I -4.340 -5.121 2.853
H -0.763 -3.195 0.092
H -2.511 -1.020 3.146
H -2.120 -0.291 1.269
H -2.898 -2.764 -0.451
H -5.176 -3.196 -0.389
C 1.212 0.572 2.631
C 1.551 -0.423 1.527
C 2.373 0.136 0.362
C 1.966 1.493 -0.210
N 0.688 1.642 -1.022
C 0.863 1.185 -2.447
C 0.609 -0.314 -2.429
C -0.416 -0.526 -1.298
C -0.471 0.790 -0.525
C 0.252 3.089 -0.978
C 1.151 4.124 -1.642
C 2.425 4.548 -0.909
H 0.669 1.449 2.268
H 0.569 0.089 3.365
H 2.110 0.928 3.143
H 0.636 -0.892 1.173
H 2.112 -1.248 1.972
H 2.462 -0.614 -0.425
H 3.399 0.306 0.705
H 2.753 1.835 -0.878
H 1.884 2.213 0.601
H 0.104 1.705 -3.032
H 1.849 1.470 -2.805
H 1.531 -0.855 -2.229
H 0.248 -0.658 -3.395
H -0.141 -1.359 -0.659
H -1.405 -0.746 -1.693
H -0.434 0.695 0.552
H -1.379 1.336 -0.769
H 0.088 3.327 0.074
H -0.717 3.101 -1.476
H 0.513 5.006 -1.735
H 1.381 3.822 -2.666
H 2.253 4.645 0.165
H 2.750 5.520 -1.277
H 3.255 3.862 -1.061

48
Properties=species:S:1:pos:R:3 method="wB97M-V/def2-TZVPD" e_homo_ev=-11.4311 charge=+1 total_energy_ha=-892.84032 gap_ev=7.51 lumo_ev=-3.92
C 7.549 -0.242 -0.050
C 6.330 -0.303 0.082
N 4.883 -0.247 0.401
O 4.789 -0.841 1.655
C 4.188 -1.037 -0.680
C 2.608 -1.069 -0.583
C 2.018 -1.908 0.644
C 1.369 -1.031 1.807
C -0.146 -0.597 1.562
C -1.126 -1.775 1.103
C -1.763 -1.361 -0.332
O -3.172 -1.147 -0.130
C -3.577 0.212 -0.398
B 4.544 1.254 0.423
C 4.612 2.215 1.709
O 4.147 1.846 -0.814
H 8.639 -0.010 0.129
H 4.009 -0.476 2.133
H 4.542 -2.121 -0.558
H 4.571 -0.726 -1.710
H 2.243 -1.591 -1.535
H 2.101 -0.055 -0.578
H 1.314 -2.704 0.219
H 2.878 -2.498 1.116
H 1.519 -1.610 2.783
H 1.979 -0.053 1.850
H -0.543 -0.221 2.569
H -0.155 0.315 0.881
H -1.973 -1.838 1.868
H -0.642 -2.797 1.081
H -1.214 -0.493 -0.808
H -1.645 -2.260 -1.034
H -3.760 0.824 0.551
H -4.612 0.148 -0.912
H -2.908 0.780 -1.113
H 5.649 2.606 1.945
H 3.957 3.131 1.517
H 4.158 1.677 2.614
H 3.250 2.232 -0.737
C -8.676 1.438 -1.721
C -7.447 1.965 -2.435
O -6.281 1.278 -1.986
H -8.573 1.564 -0.640
H -9.575 1.962 -2.053
H -8.803 0.368 -1.907
H -7.311 3.028 -2.229
H -7.538 1.832 -3.518
H -6.408 0.340 -2.181

52
Properties=species:S:1:pos:R:3 method="wB97M-V/def2-TZVPD" e_homo_ev=-9.2404 total_energy_ha=-11198.78235 gap_ev=9.45 smiles="CN(C)C=O.CN(C)C=O.CN(C)C=O.BrCCBr.BrCCBr" lumo_ev=0.21
C 2.355 -0.177 1.575
N 1.587 0.815 2.281
C 1.149 1.954 1.490
C 1.328 0.739 3.611
O 0.688 1.549 4.239
H 3.298 0.280 1.249
H 1.789 -0.549 0.720
H 2.643 -1.021 2.201
H 0.567 1.603 0.636
H 0.541 2.579 2.136
H 2.023 2.508 1.142
H 1.759 -0.181 4.048
C 4.797 -0.310 -1.700
N 5.618 0.819 -2.017
C 5.802 1.096 -3.420
C 6.087 1.615 -1.020
O 5.975 1.376 0.157
H 3.728 -0.078 -1.812
H 4.948 -0.700 -0.699
H 4.971 -1.142 -2.387
H 6.528 1.895 -3.569
H 6.221 0.218 -3.920
H 4.853 1.339 -3.904
H 6.585 2.515 -1.415
C 0.543 -0.652 -1.935
N -0.607 -1.467 -1.613
C -0.620 -2.813 -2.140
C -1.732 -0.927 -1.069
O -1.858 0.243 -0.754
H 1.419 -1.299 -1.948
H 0.702 0.097 -1.158
H 0.443 -0.087 -2.866
H -0.628 -2.812 -3.236
H 0.294 -3.340 -1.853
H -1.487 -3.355 -1.772
H -2.519 -1.693 -0.999
Br -5.144 0.709 2.938
C -3.264 0.721 2.486
C -2.643 2.069 2.727
Br -2.741 2.605 4.563
H -3.185 0.470 1.432
H -2.741 0.001 3.112
H -3.136 2.838 2.135
H -1.601 2.041 2.423
Br -5.237 -2.604 -1.058
C -6.370 -1.147 -0.406
C -7.480 -1.803 0.370
Br -8.659 -0.538 1.209
H -6.696 -0.636 -1.304
H -5.775 -0.482 0.212
H -7.042 -2.426 1.146
H -8.073 -2.457 -0.262

52
Properties=species:S:1:pos:R:3 method="wB97M-V/def2-TZVPD" e_homo_ev=-8.9611 total_energy_ha=-11198.72862 gap_ev=9.36 smiles="CN(C)C=O.CN(C)C=O.CN(C)C=O.BrCCBr.BrCCBr" lumo_ev=0.40
C -0.470 3.225 -2.243
N -1.435 2.606 -1.353
C -2.047 3.487 -0.347
C -2.123 1.488 -1.617
O -3.181 1.179 -0.994
H -0.928 4.044 -2.798
H -0.107 2.547 -3.016
H 0.317 3.741 -1.693
H -2.786 3.169 0.389
H -1.277 3.990 0.238
H -2.625 4.210 -0.921
H -1.687 0.915 -2.451
C 3.092 2.076 1.987
N 2.167 3.206 2.063
C 2.883 4.523 2.081
C 0.816 3.007 1.962
O -0.001 3.919 2.016
H 3.477 2.111 0.968
H 2.562 1.125 2.043
H 3.899 2.230 2.703
H 2.337 5.324 1.582
H 2.974 4.881 3.106
H 3.864 4.519 1.605
H 0.542 1.941 1.922
C -1.849 -1.995 4.160
N -0.781 -1.338 3.468
C 0.520 -1.229 4.185
C -1.022 -0.956 2.173
O -0.173 -0.336 1.508
H -1.710 -3.075 4.111
H -2.897 -1.934 3.864
H -1.936 -1.755 5.220
H 0.418 -0.787 5.177
H 0.827 -2.270 4.290
H 1.275 -0.707 3.598
H -2.043 -1.158 1.815
Br -2.549 -6.802 -2.977
C -1.642 -5.493 -4.117
C -1.346 -6.152 -5.498
Br -0.779 -4.779 -6.881
H -0.740 -5.080 -3.666
H -2.316 -4.645 -4.237
H -2.164 -6.762 -5.879
H -0.475 -6.807 -5.491
Br 0.425 -2.517 -2.915
C 0.586 -1.182 -1.487
C 2.051 -1.117 -1.176
Br 2.832 -0.117 -2.703
H 0.037 -1.607 -0.647
H 0.246 -0.172 -1.717
H 2.498 -2.108 -1.104
H 2.442 -0.582 -0.310

55
Properties=species:S:1:pos:R:3 method="wB97M-V/def2-TZVPD" e_homo_ev="-5.5624 / -5.5849" total_energy_ha=-2023.32544 multiplicity=8 gap_ev="5.13 / 5.23" s2=15.77 lumo_ev="-0.43 / -0.35"
O 0.362 -0.529 -3.367
H 0.667 -0.120 -4.196
Eu 0.769 -0.291 -1.020
N 0.164 1.850 0.311
N 1.978 1.756 -1.414
N -0.753 -1.196 0.692
N -0.263 -2.479 -1.474
O -0.892 1.907 1.085
O -0.983 -0.517 1.873
O -0.103 -3.128 -2.709
O 2.949 1.345 -2.141
C 2.174 2.738 -0.480
C 1.118 2.814 0.471
C -1.161 -2.478 0.685
C -0.884 -3.197 -0.539
C 1.127 3.802 1.590
H 1.876 3.532 2.355
H 0.139 3.833 2.064
H 1.381 4.802 1.211
C 3.433 3.516 -0.404
H 3.971 3.437 -1.355
H 4.088 3.132 0.397
H 3.225 4.573 -0.185
C -1.857 -3.150 1.820
C -1.277 -4.624 -0.712
H -2.025 -2.442 2.636
H -1.262 -3.995 2.194
H -2.825 -3.552 1.487
H -0.988 -4.967 -1.709
H -2.361 -4.750 -0.582
H -0.782 -5.250 0.044
H -0.998 0.480 1.575
H 0.119 -2.381 -3.317
C -0.823 0.347 -2.751
H -0.460 1.318 -2.368
H -1.401 -0.249 -2.019
H -1.494 0.545 -3.591
O -3.347 2.464 -0.298
H -4.120 2.367 0.283
H -2.572 2.310 0.290
C 4.010 -2.562 3.200
N 3.680 -2.307 1.801
C 4.100 -3.271 0.798
C 2.922 -1.286 1.393
C 2.462 -0.246 2.375
O 2.610 -1.236 0.162
H 4.692 -3.414 3.226
H 3.113 -2.802 3.792
H 4.502 -1.695 3.658
H 3.236 -3.748 0.319
H 4.697 -2.786 0.017
H 4.700 -4.019 1.314
H 2.706 0.753 1.986
H 1.374 -0.306 2.513
H 2.945 -0.361 3.350

50
Properties=species:S:1:pos:R:3 method="wB97M-V/def2-TZVPD" e_homo_ev="-18.4552 / -18.3892" charge=+3 total_energy_ha=-1676.78100 multiplicity=2 gap_ev="7.30 / 7.16" s2=0.76 lumo_ev="-11.15 / -11.22"
Ru -1.046 0.209 1.158
C -3.076 1.330 -0.765
C -2.105 2.485 -0.636
N -0.816 1.981 -0.047
C -0.179 2.867 0.956
C 1.074 2.144 1.447
N 0.947 0.651 1.225
C 1.755 -0.134 2.252
C 0.865 -0.898 3.224
C 0.332 -2.167 2.588
N -0.316 -1.829 1.272
C -1.637 -2.445 1.019
C -2.058 -2.010 -0.381
N -1.499 -0.639 -0.687
C -2.449 0.182 -1.549
H -3.999 1.661 -1.241
H -3.375 0.976 0.227
H -2.503 3.291 -0.021
H -1.885 2.896 -1.622
H -0.158 1.823 -0.806
H -0.892 3.014 1.763
H 0.057 3.856 0.557
H 1.209 2.329 2.510
H 1.979 2.482 0.941
H 1.309 0.428 0.303
H 2.397 0.561 2.788
H 2.405 -0.811 1.697
H 0.039 -0.260 3.547
H 1.416 -1.138 4.134
H -0.384 -2.673 3.234
H 1.148 -2.863 2.390
H 0.319 -2.083 0.520
H -2.328 -2.072 1.781
H -1.628 -3.533 1.116
H -3.144 -1.974 -0.440
H -1.716 -2.705 -1.148
H -0.624 -0.747 -1.190
H -3.220 -0.477 -1.941
H -1.876 0.549 -2.401
S -2.287 1.277 2.959
C -3.545 0.685 4.011
N -4.136 1.477 4.854
C -5.286 0.918 5.594
C -5.186 -0.607 5.462
S -4.114 -0.916 4.008
H -3.872 2.451 4.943
H -6.203 1.310 5.156
H -5.239 1.236 6.633
H -6.155 -1.068 5.290
H -4.719 -1.076 6.324